Entry 1:
{"formula": "C57H71IN6O3", "method": "the ωB97M-V functional and the def2-TZVPD basis", "elements": ["C", "C", "C", "C", "C", "C", "C", "C", "C", "C", "C", "C", "C", "C", "C", "C", "C", "C", "C", "C", "C", "C", "N", "C", "C", "C", "C", "C", "C", "C", "O", "C", "O", "C", "C", "C", "C", "I", "C", "C", "C", "O", "H", "H", "H", "H", "H", "H", "H", "H", "H", "H", "H", "H", "H", "H", "H", "H", "H", "H", "H", "H", "H", "H", "H", "H", "H", "H", "H", "H", "H", "H", "H", "H", "H", "H", "H", "H", "H", "H", "H", "H", "H", "H", "H", "H", "H", "H", "C", "C", "C", "N", "C", "H", "H", "H", "H", "H", "C", "C", "C", "N", "C", "H", "H", "H", "H", "H", "C", "C", "C", "N", "C", "H", "H", "H", "H", "H", "C", "C", "C", "N", "C", "H", "H", "H", "H", "H", "C", "C", "C", "N", "C", "H", "H", "H", "H", "H"], "xyz": [[10.21, -0.51, -0.81], [10.64, 0.82, -0.18], [9.59, 1.94, -0.30], [8.90, 2.30, 1.02], [8.29, 1.11, 1.79], [6.76, 1.18, 1.97], [5.98, 0.15, 1.13], [6.47, 0.18, -0.34], [5.36, -0.14, -1.36], [5.62, 0.66, -2.64], [4.61, 0.40, -3.76], [3.15, 0.75, -3.36], [2.31, -0.53, -3.45], [0.90, -0.47, -2.91], [0.55, -1.47, -2.02], [-0.70, -1.61, -1.48], [-1.68, -0.69, -1.82], [-1.34, 0.34, -2.68], [-0.07, 0.48, -3.24], [0.15, 1.62, -4.21], [0.67, 2.97, -3.65], [0.03, 3.54, -2.37], [-0.96, 4.60, -2.66], [-2.15, 4.48, -1.81], [-1.96, 5.11, -0.46], [-2.42, 6.39, -0.22], [-2.28, 7.00, 1.00], [-1.66, 6.34, 2.04], [-1.19, 5.07, 1.81], [-1.35, 4.46, 0.59], [-0.86, 3.17, 0.46], [-3.08, -0.79, -1.33], [-3.89, 0.10, -1.52], [-3.46, -2.02, -0.58], [-4.78, -2.30, -0.21], [-5.06, -3.45, 0.48], [-4.06, -4.32, 0.85], [-4.48, -6.06, 1.94], [-2.76, -4.05, 0.51], [-2.47, -2.92, -0.21], [-1.03, -2.72, -0.56], [-0.18, -3.48, -0.15], [9.64, -0.35, -1.72], [9.60, -1.09, -0.12], [11.08, -1.12, -1.06], [11.51, 1.14, -0.75], [10.99, 0.67, 0.84], [8.88, 1.71, -1.10], [10.13, 2.83, -0.62], [8.10, 3.01, 0.80], [9.64, 2.83, 1.62], [8.70, 1.14, 2.80], [8.60, 0.16, 1.35], [6.39, 2.16, 1.65], [6.48, 1.03, 3.01], [4.92, 0.40, 1.10], [6.15, -0.86, 1.50], [6.79, 1.20, -0.56], [7.32, -0.46, -0.51], [4.37, 0.08, -0.95], [5.43, -1.20, -1.63], [5.76, 1.72, -2.44], [6.59, 0.31, -3.01], [4.70, -0.63, -4.10], [4.91, 1.02, -4.60], [3.10, 1.21, -2.39], [2.80, 1.41, -4.14], [2.30, -0.94, -4.46], [2.83, -1.28, -2.85], [1.29, -2.21, -1.74], [-2.09, 1.06, -2.97], [-0.78, 1.75, -4.76], [0.87, 1.27, -4.94], [1.74, 2.98, -3.50], [0.46, 3.70, -4.43], [-0.36, 2.80, -1.69], [0.86, 4.02, -1.84], [-0.54, 5.48, -2.39], [-2.96, 5.02, -2.30], [-2.42, 3.43, -1.76], [-2.93, 6.91, -1.02], [-2.67, 7.99, 1.17], [-1.55, 6.78, 3.02], [-0.71, 4.53, 2.61], [-1.53, 2.58, 0.82], [-5.59, -1.63, -0.45], [-6.08, -3.67, 0.75], [-1.97, -4.72, 0.81], [-9.10, -8.38, 4.50], [-9.68, -7.10, 4.26], [-8.67, -6.28, 3.85], [-7.51, -7.00, 3.83], [-7.77, -8.28, 4.23], [-9.62, -9.27, 4.84], [-10.72, -6.82, 4.37], [-8.67, -5.24, 3.56], [-6.62, -6.62, 3.57], [-6.98, -9.01, 4.28], [-9.04, -6.75, 0.56], [-10.06, -7.64, 0.13], [-10.90, -6.94, -0.69], [-10.42, -5.66, -0.78], [-9.29, -5.54, -0.03], [-8.22, -6.98, 1.21], [-10.17, -8.68, 0.41], [-11.79, -7.24, -1.22], [-10.84, -4.92, -1.32], [-8.76, -4.60, 0.03], [11.70, 5.43, 0.54], [12.69, 4.43, 0.71], [13.90, 4.98, 0.37], [13.67, 6.28, 0.00], [12.33, 6.56, 0.10], [10.64, 5.33, 0.72], [12.54, 3.41, 1.05], [14.89, 4.57, 0.37], [14.37, 6.93, -0.30], [11.95, 7.54, -0.14], [-10.35, -1.42, -0.24], [-10.60, -2.10, 0.98], [-9.79, -1.53, 1.93], [-9.06, -0.55, 1.33], [-9.39, -0.47, 0.00], [-10.82, -1.61, -1.20], [-11.30, -2.90, 1.15], [-9.68, -1.75, 2.98], [-8.38, 0.03, 1.79], [-8.93, 0.25, -0.64], [-3.94, -0.14, 4.08], [-3.74, -0.65, 2.77], [-4.26, 0.26, 1.89], [-4.77, 1.30, 2.61], [-4.58, 1.07, 3.95], [-3.66, -0.60, 5.01], [-3.27, -1.59, 2.51], [-4.31, 0.26, 0.81], [-5.22, 2.11, 2.23], [-4.91, 1.78, 4.68]], "smiles": "CCCCCCCCCCCCCc1cc2c(cc1CCCNCc1ccccc1O)C(=O)c1ccc(I)cc1C2=O.c1cc[nH]c1.c1cc[nH]c1.c1cc[nH]c1.c1cc[nH]c1.c1cc[nH]c1", "total_charge": 0, "max_force_ha_per_bohr": 0.0332, "gap_ev": 6.76}

---

Entry 2:
{"formula": "C57H77AsBrN3O6SeY", "method": "the ωB97M-V functional and the def2-TZVPD basis", "elements": ["Y", "C", "C", "C", "C", "C", "C", "C", "Se", "C", "C", "C", "C", "C", "C", "O", "C", "C", "C", "C", "C", "C", "C", "C", "C", "O", "C", "C", "C", "C", "C", "C", "H", "H", "H", "H", "H", "H", "H", "H", "H", "H", "H", "H", "H", "H", "H", "H", "H", "H", "H", "H", "H", "H", "H", "H", "H", "H", "H", "H", "H", "H", "H", "H", "H", "H", "H", "H", "H", "H", "H", "H", "C", "C", "N", "C", "C", "N", "C", "C", "N", "H", "H", "H", "H", "H", "H", "H", "H", "H", "H", "H", "H", "H", "H", "H", "O", "C", "O", "C", "C", "C", "C", "C", "C", "H", "H", "H", "H", "H", "Br", "C", "C", "C", "C", "C", "C", "C", "O", "O", "H", "H", "H", "H", "C", "As", "C", "C", "C", "C", "C", "C", "C", "C", "H", "H", "H", "H", "H", "H", "H", "H", "H", "H", "H", "H", "H"], "xyz": [[1.29, 0.62, 1.29], [-6.15, 1.20, -1.10], [-5.91, 1.21, 0.42], [-6.83, 2.27, 1.03], [-6.31, -0.15, 1.00], [-4.44, 1.49, 0.71], [-3.46, 0.61, 0.24], [-2.13, 0.84, 0.48], [-0.87, -0.40, -0.27], [-0.39, 0.58, -1.85], [-1.12, 0.37, -3.01], [-0.86, 1.08, -4.17], [0.15, 2.04, -4.09], [0.91, 2.29, -2.95], [0.66, 1.52, -1.78], [1.37, 1.69, -0.71], [2.00, 3.36, -2.93], [1.68, 4.42, -1.87], [3.36, 2.71, -2.63], [2.14, 4.09, -4.27], [-1.67, 0.80, -5.43], [-1.45, -0.65, -5.87], [-3.16, 1.02, -5.15], [-1.26, 1.72, -6.59], [-1.64, 1.96, 1.21], [-0.37, 2.13, 1.42], [-2.64, 2.87, 1.67], [-3.98, 2.59, 1.41], [-2.37, 4.14, 2.49], [-0.89, 4.46, 2.72], [-2.97, 5.35, 1.75], [-3.03, 4.01, 3.87], [-7.20, 0.99, -1.33], [-5.54, 0.43, -1.59], [-5.88, 2.16, -1.54], [-7.87, 2.04, 0.80], [-6.61, 3.27, 0.63], [-6.73, 2.32, 2.12], [-7.37, -0.36, 0.82], [-6.13, -0.18, 2.07], [-5.73, -0.96, 0.55], [-3.75, -0.27, -0.32], [-1.91, -0.38, -2.99], [0.37, 2.63, -4.98], [1.48, 3.97, -0.90], [0.79, 4.98, -2.16], [2.51, 5.12, -1.78], [3.35, 2.16, -1.69], [4.14, 3.47, -2.59], [3.63, 2.00, -3.42], [1.22, 4.60, -4.55], [2.42, 3.41, -5.08], [2.92, 4.84, -4.19], [-1.76, -1.35, -5.10], [-0.39, -0.83, -6.08], [-2.02, -0.87, -6.78], [-3.53, 0.35, -4.38], [-3.75, 0.85, -6.06], [-3.34, 2.04, -4.81], [-0.21, 1.58, -6.86], [-1.41, 2.77, -6.34], [-1.86, 1.49, -7.47], [-4.71, 3.29, 1.78], [-0.36, 4.60, 1.79], [-0.39, 3.67, 3.28], [-0.84, 5.39, 3.30], [-2.53, 5.45, 0.75], [-2.76, 6.27, 2.31], [-4.05, 5.27, 1.63], [-2.64, 3.14, 4.39], [-4.11, 3.90, 3.79], [-2.82, 4.90, 4.47], [2.53, 3.53, 2.48], [2.40, 2.90, 3.86], [1.73, 1.60, 3.81], [2.28, 0.56, 4.67], [3.16, -0.48, 3.91], [3.49, 0.00, 2.57], [4.57, 0.99, 2.51], [4.31, 2.09, 1.48], [2.92, 2.57, 1.47], [3.24, 4.37, 2.53], [1.56, 3.93, 2.17], [1.88, 3.60, 4.52], [3.40, 2.76, 4.30], [0.73, 1.69, 3.91], [1.46, 0.03, 5.15], [2.87, 1.02, 5.48], [2.60, -1.40, 3.78], [4.06, -0.70, 4.50], [3.70, -0.78, 1.95], [5.51, 0.50, 2.24], [4.70, 1.41, 3.50], [4.52, 1.69, 0.49], [5.00, 2.92, 1.67], [2.71, 2.94, 0.55], [0.75, -1.53, 2.34], [-0.13, -1.15, 3.17], [-0.45, 0.05, 3.30], [-0.78, -2.19, 4.04], [-0.57, -3.55, 3.81], [-1.18, -4.50, 4.61], [-1.99, -4.10, 5.66], [-2.21, -2.75, 5.90], [-1.61, -1.80, 5.09], [0.08, -3.84, 2.99], [-1.01, -5.55, 4.42], [-2.47, -4.84, 6.29], [-2.84, -2.43, 6.72], [-1.77, -0.74, 5.24], [2.74, -3.41, -6.31], [3.03, -2.59, -4.62], [4.32, -2.48, -4.13], [4.51, -1.87, -2.90], [3.44, -1.40, -2.16], [2.16, -1.53, -2.68], [1.94, -2.11, -3.91], [3.67, -0.78, -0.80], [4.81, -0.43, -0.49], [2.64, -0.66, -0.07], [5.15, -2.86, -4.70], [5.51, -1.75, -2.49], [1.32, -1.15, -2.11], [0.94, -2.19, -4.32], [3.56, -4.76, -0.71], [2.59, -3.89, 0.75], [2.78, -5.39, 2.01], [0.76, -4.12, 0.04], [0.39, -5.49, -0.40], [0.49, -5.86, -1.74], [0.18, -7.14, -2.16], [-0.26, -8.09, -1.24], [-0.37, -7.73, 0.10], [-0.05, -6.45, 0.51], [3.32, -5.83, -0.77], [4.62, -4.62, -0.55], [3.30, -4.29, -1.66], [2.53, -6.35, 1.56], [2.16, -5.24, 2.90], [3.82, -5.39, 2.31], [0.76, -3.42, -0.81], [0.07, -3.70, 0.77], [0.83, -5.13, -2.47], [0.26, -7.40, -3.21], [-0.51, -9.09, -1.56], [-0.71, -8.46, 0.83], [-0.15, -6.18, 1.56]], "total_charge": -1, "max_force_ha_per_bohr": 0.0193, "gap_ev": 6.90, "de_lowest_kcal_mol": 2.8}

---

Entry 3:
{"formula": "C57H78N4O2P2PdSSi", "method": "the ωB97M-V functional and the def2-TZVPD basis", "elements": ["Pd", "C", "Si", "C", "C", "C", "C", "C", "C", "P", "C", "C", "C", "C", "C", "C", "C", "C", "C", "C", "C", "C", "C", "C", "C", "C", "C", "C", "P", "C", "C", "C", "C", "C", "C", "C", "C", "C", "C", "C", "C", "H", "H", "H", "H", "H", "H", "H", "H", "H", "H", "H", "H", "H", "H", "H", "H", "H", "H", "H", "H", "H", "H", "H", "H", "H", "H", "H", "H", "H", "H", "H", "H", "H", "H", "H", "H", "H", "H", "H", "H", "H", "H", "H", "H", "H", "H", "H", "H", "H", "H", "H", "H", "H", "H", "H", "C", "N", "C", "C", "S", "N", "C", "C", "H", "H", "H", "H", "H", "H", "H", "H", "H", "H", "H", "H", "O", "C", "N", "C", "C", "O", "N", "C", "C", "C", "C", "C", "C", "C", "C", "C", "C", "C", "C", "H", "H", "H", "H", "H", "H", "H", "H", "H", "H", "H"], "xyz": [[0.15, 0.49, 0.65], [1.27, 2.71, 3.79], [0.55, 1.22, 2.92], [-1.15, 0.93, 3.70], [-1.58, 1.64, 4.82], [-2.90, 1.59, 5.26], [-3.83, 0.84, 4.56], [-3.42, 0.11, 3.45], [-2.10, 0.14, 3.02], [-1.43, -0.92, 1.69], [-2.85, -1.25, 0.52], [-2.35, -1.63, -0.88], [-2.00, -3.11, -0.99], [-3.19, -4.00, -0.66], [-3.69, -3.69, 0.74], [-4.00, -2.21, 0.91], [-0.87, -2.32, 2.74], [-1.96, -2.91, 3.67], [-1.53, -4.26, 4.25], [-0.02, -4.28, 4.48], [0.71, -4.24, 3.13], [-0.04, -3.40, 2.08], [1.74, -0.21, 3.45], [1.88, -0.51, 4.80], [2.77, -1.47, 5.26], [3.58, -2.14, 4.35], [3.47, -1.85, 3.00], [2.54, -0.92, 2.53], [2.28, -0.51, 0.75], [3.55, 0.71, 0.17], [5.00, 0.20, 0.12], [5.77, 0.36, 1.43], [5.72, 1.81, 1.90], [4.28, 2.24, 2.09], [3.47, 2.11, 0.80], [2.65, -1.90, -0.45], [3.31, -3.20, 0.04], [3.54, -4.18, -1.11], [2.27, -4.47, -1.89], [1.67, -3.17, -2.42], [1.39, -2.21, -1.28], [1.68, 2.43, 4.76], [0.50, 3.46, 3.91], [2.07, 3.17, 3.21], [-0.88, 2.27, 5.36], [-3.20, 2.17, 6.12], [-4.86, 0.82, 4.87], [-4.16, -0.48, 2.92], [-3.25, -0.24, 0.48], [-1.51, -1.00, -1.19], [-3.15, -1.40, -1.59], [-1.19, -3.35, -0.29], [-1.61, -3.33, -1.99], [-2.94, -5.05, -0.76], [-4.00, -3.79, -1.38], [-2.93, -4.01, 1.47], [-4.59, -4.27, 0.97], [-4.37, -2.01, 1.91], [-4.82, -1.96, 0.23], [-0.17, -1.76, 3.38], [-2.90, -3.03, 3.14], [-2.15, -2.20, 4.48], [-1.80, -5.07, 3.57], [-2.07, -4.45, 5.18], [0.28, -5.16, 5.05], [0.26, -3.41, 5.08], [0.83, -5.26, 2.75], [1.71, -3.84, 3.28], [-0.68, -4.06, 1.47], [0.67, -2.96, 1.39], [1.27, 0.01, 5.53], [2.85, -1.70, 6.32], [4.30, -2.87, 4.68], [4.13, -2.36, 2.31], [3.20, 0.81, -0.87], [5.52, 0.79, -0.65], [5.05, -0.84, -0.23], [6.81, 0.03, 1.27], [5.35, -0.28, 2.20], [6.21, 2.45, 1.16], [6.28, 1.92, 2.84], [4.23, 3.27, 2.44], [3.83, 1.63, 2.88], [3.89, 2.81, 0.07], [2.43, 2.40, 0.95], [3.37, -1.42, -1.14], [2.68, -3.66, 0.81], [4.27, -2.99, 0.50], [3.98, -5.10, -0.71], [4.28, -3.75, -1.79], [1.54, -4.96, -1.23], [2.47, -5.18, -2.70], [0.75, -3.35, -2.98], [2.38, -2.71, -3.12], [0.65, -2.65, -0.62], [0.95, -1.28, -1.66], [3.07, 1.69, -4.39], [1.93, 1.20, -5.12], [1.84, 1.72, -6.49], [0.82, 0.82, -4.44], [0.66, 1.04, -2.79], [-0.15, 0.20, -5.18], [0.21, -0.71, -6.25], [-1.46, -0.06, -4.61], [3.93, 1.70, -5.06], [3.29, 1.05, -3.54], [2.90, 2.71, -4.00], [2.20, 2.75, -6.49], [0.81, 1.72, -6.83], [2.44, 1.14, -7.18], [1.27, -0.68, -6.46], [-0.34, -0.49, -7.17], [-0.05, -1.73, -5.95], [-1.70, 0.68, -3.85], [-1.49, -1.04, -4.14], [-2.19, -0.03, -5.42], [-0.58, 3.41, 1.72], [-1.14, 3.21, 0.66], [-1.65, 4.21, -0.13], [-2.41, 3.67, -1.24], [-2.20, 2.15, -0.98], [-2.80, 1.30, -1.61], [-1.36, 1.97, 0.07], [-3.87, 4.06, -1.13], [-4.70, 3.41, -0.21], [-6.01, 3.81, -0.03], [-6.52, 4.87, -0.78], [-5.70, 5.52, -1.69], [-4.39, 5.11, -1.87], [-1.80, 3.96, -2.60], [-2.42, 3.45, -3.74], [-1.85, 3.64, -4.99], [-0.67, 4.36, -5.11], [-0.05, 4.87, -3.98], [-0.62, 4.68, -2.73], [-1.80, 5.12, 0.26], [-4.31, 2.58, 0.37], [-6.64, 3.30, 0.68], [-7.55, 5.19, -0.65], [-6.09, 6.35, -2.27], [-3.76, 5.61, -2.59], [-3.33, 2.88, -3.63], [-2.33, 3.23, -5.86], [-0.23, 4.52, -6.09], [0.87, 5.43, -4.07], [-0.13, 5.06, -1.84]], "total_charge": 0, "max_force_ha_per_bohr": 0.0138, "s2": 2.006, "multiplicity": 3, "gap_ev": [5.87, 7.48], "de_lowest_kcal_mol": 0.0}

---

Question: What is the formula in the first record?
Answer: C57H71IN6O3